ORCA calculation (ωB97M-V/def2-TZVPD) on a single C23H25N5O3 molecule in a non-equilibrium geometry.

Output
- SMILES string: COc1ccc([C@@H]2C(C(=O)Nc3ccccc3)=C(C)Nc3nc(CCCO)nn32)cc1
- E_LUMO: 0.4 eV
- Charge: 0
- E_tot: -37850.355 eV
- HOMO-LUMO gap: 8.62 eV
- Max |F|: 1.21 eV Å⁻¹
- Relative energy (zero: lowest compared OMol25 entry of this formula, charge and spin): 31.7 kcal/mol

```
56
C23H25N5O3, DFT ωB97M-V/def2-TZVPD
C -3.343 -5.243 0.201
O -2.749 -4.373 1.135
C -2.127 -3.256 0.672
C -1.987 -2.917 -0.669
C -1.340 -1.746 -1.020
C -0.821 -0.900 -0.056
C -0.206 0.426 -0.455
C 1.035 0.765 0.351
C 2.212 -0.051 -0.047
O 2.109 -1.215 -0.371
N 3.386 0.655 -0.065
C 4.677 0.209 -0.365
C 4.978 -1.125 -0.621
C 6.283 -1.492 -0.896
C 7.296 -0.549 -0.919
C 6.998 0.779 -0.662
C 5.699 1.157 -0.386
C 1.003 1.624 1.390
C 2.119 1.872 2.361
N -0.141 2.351 1.671
C -1.194 2.314 0.810
N -2.293 3.040 0.809
C -2.961 2.581 -0.279
C -4.294 3.104 -0.674
C -5.419 2.069 -0.531
C -5.424 0.990 -1.624
O -4.506 -0.050 -1.418
N -2.316 1.635 -0.930
N -1.179 1.470 -0.232
C -0.962 -1.241 1.284
C -1.600 -2.406 1.646
H -4.115 -4.734 -0.385
H -2.599 -5.678 -0.474
H -3.802 -6.037 0.789
H -2.383 -3.547 -1.448
H -1.245 -1.491 -2.065
H 0.033 0.397 -1.527
H 3.319 1.649 0.103
H 4.191 -1.860 -0.608
H 6.508 -2.529 -1.095
H 8.312 -0.844 -1.135
H 7.780 1.524 -0.677
H 5.468 2.196 -0.186
H 2.861 1.081 2.324
H 2.604 2.829 2.164
H 1.711 1.912 3.371
H -0.168 3.006 2.434
H -4.504 3.959 -0.030
H -4.252 3.447 -1.711
H -5.350 1.581 0.443
H -6.372 2.599 -0.579
H -6.406 0.508 -1.645
H -5.255 1.466 -2.603
H -3.617 0.343 -1.371
H -0.566 -0.591 2.052
H -1.713 -2.681 2.683
```

***

ORCA calculation (ωB97M-V/def2-TZVPD) on a molecular structure, C5H15CsN3O6S in a non-equilibrium geometry.

Output
- 2S+1: 2
- E_LUMO (spin up / spin down): -0.8 / -3.1 eV
- Charge: 0
- E_tot: -33564.910 eV
- HOMO-LUMO gap (spin up / spin down): 8.30 / 6.06 eV
- Max |F|: 4.63 eV Å⁻¹

```
31
C5H15CsN3O6S, DFT ωB97M-V/def2-TZVPD
Cs -0.013 0.452 2.820
S 1.221 -2.506 -0.208
O 2.512 -2.192 -0.860
O 0.098 -2.301 -1.078
O 1.162 -3.844 0.363
O 0.994 -1.561 0.863
C -0.676 1.233 -0.522
C 0.354 2.304 -0.028
C 1.090 3.096 -1.191
O 1.808 2.176 -2.071
C 1.219 1.918 -3.354
N -0.435 3.085 0.960
H -1.114 1.593 -1.453
H -1.454 1.044 0.217
H -0.208 0.309 -0.864
H 1.127 1.766 0.521
H 1.768 3.808 -0.720
H 0.343 3.754 -1.636
H 1.761 1.158 -3.916
H 1.372 2.853 -3.894
H 0.193 1.587 -3.197
H -1.026 3.780 0.528
H 0.325 3.595 1.388
C -1.948 -3.531 2.496
O -2.975 -3.902 3.082
N -1.237 -4.348 1.811
N -1.498 -2.278 2.460
H -0.438 -4.089 1.250
H -1.485 -5.327 1.801
H -2.083 -1.475 2.644
H -0.757 -2.155 1.785
```

***

ORCA calculation (ωB97M-V/def2-TZVPD) on a single C3H2O4 molecule in a non-equilibrium geometry.

Output
- SMILES string: O=CC(=O)C(=O)O
- E_LUMO: -2.1 eV
- Charge: 0
- E_tot: -11330.000 eV
- HOMO-LUMO gap: 8.74 eV
- Max |F|: 8.87 eV Å⁻¹
- Relative energy (zero: lowest compared OMol25 entry of this formula, charge and spin): 72.1 kcal/mol

```
9
C3H2O4, DFT ωB97M-V/def2-TZVPD
O 1.927 0.533 1.891
C 1.543 0.439 0.575
C 0.265 -0.485 0.432
O 0.137 -1.465 1.179
C -0.825 0.046 -0.509
O -0.544 0.693 -1.603
O -2.029 -0.605 -0.494
H 1.929 1.248 -0.201
H -2.404 -0.404 -1.271
```

***

ORCA calculation (ωB97M-V/def2-TZVPD) on a single C2H4N2O2 molecule in a non-equilibrium geometry.

Output
- SMILES string: [H]/N=C(\N)OC=O
- E_LUMO: 0.8 eV
- Charge: 0
- E_tot: -9213.781 eV
- HOMO-LUMO gap: 10.72 eV
- Max |F|: 1.93 eV Å⁻¹
- Relative energy (zero: lowest compared OMol25 entry of this formula, charge and spin): 33.2 kcal/mol

```
10
C2H4N2O2, DFT ωB97M-V/def2-TZVPD
H 0.779 1.381 2.109
N 1.142 1.188 1.182
C 0.447 0.347 0.537
N -0.655 -0.362 0.972
O 0.924 0.051 -0.783
C 0.111 -0.575 -1.720
O -1.062 -0.748 -1.649
H -1.352 -0.538 0.188
H -1.040 0.117 1.774
H 0.706 -0.862 -2.610
```